(1)
DFT (ωB97M-V with the def2-TZVPD basis set) results for the molecule C25H29N3O3.

Relative energy (zero: lowest compared OMol25 entry of this formula, charge and spin), kcal/mol: 50.6
Energy, hartree: -1360.07379
HOMO energy, eV: -7.75
Maximum force, eV Å⁻¹: 1.26
Molecular weight, g/mol: 419.5
SMILES: CCC(CC)C(=O)Nc1c(C(=O)N2CCN(c3ccccc3)CC2)oc2ccccc12

```
! wB97M-V def2-TZVPD RIJCOSX def2/J DEFGRID3
* xyz 0 1
C 3.591 -1.094 -4.714
C -1.322 3.185 0.106
H -1.673 6.687 3.513
C 0.330 -2.362 -0.300
H 0.719 2.435 0.221
C -2.388 5.944 3.190
H -2.128 -0.112 1.845
N -0.604 1.033 0.978
C -0.197 2.416 0.812
C -2.895 4.020 1.813
C -2.003 5.002 2.254
C 0.058 0.076 0.291
C -0.381 -3.566 0.025
O 1.049 0.384 -0.391
H -0.992 5.040 1.877
H 2.910 -0.162 -2.895
H -0.006 2.845 1.801
C -2.949 1.707 0.996
H -1.093 -6.851 0.012
C -1.836 0.925 1.721
H -3.111 1.267 0.006
N -2.571 3.093 0.827
H -5.570 4.959 3.678
C -1.438 -3.147 0.859
H 1.645 -1.124 -1.094
H 3.827 -0.898 -0.775
H -1.680 1.373 2.711
C 2.276 -2.974 -1.741
C -2.215 -5.366 1.065
C 2.854 -1.139 -3.379
H -1.050 4.229 -0.042
H 6.301 -0.810 -1.090
C -2.364 -4.033 1.389
H 1.800 -1.341 -3.584
C -4.562 4.974 3.287
C -1.175 -5.799 0.240
C 3.407 -2.223 -2.433
C 5.640 -1.097 -1.906
H 3.488 -2.044 -5.234
H 3.953 -2.968 -3.019
O -1.411 -1.811 1.052
H -1.481 2.734 -0.881
C -4.189 4.037 2.346
O 2.166 -4.180 -1.780
C -3.665 5.935 3.721
H -3.869 1.626 1.569
H 6.155 -1.834 -2.518
H -3.959 6.669 4.456
C 4.344 -1.672 -1.347
H 3.175 -0.312 -5.346
H 4.587 -2.487 -0.660
C -0.254 -4.920 -0.286
H -4.922 3.321 2.004
H 4.650 -0.894 -4.575
N 1.437 -2.130 -1.076
C -0.333 -1.327 0.347
H -2.915 -6.087 1.458
H 0.551 -5.254 -0.919
H 5.446 -0.214 -2.509
H -3.161 -3.683 2.025
*
```

---

(2)
DFT (ωB97M-V with the def2-TZVPD basis set) results for the ion C8H10N3 with charge +1.

Relative energy (zero: lowest compared OMol25 entry of this formula, charge and spin), kcal/mol: 57.7
Energy, hartree: -474.73564
HOMO energy, eV: -12.90
Maximum force, eV Å⁻¹: 4.77
Molecular weight, g/mol: 148.2
SMILES: C=[N+](C)/C=C\c1cnccn1

```
! wB97M-V def2-TZVPD RIJCOSX def2/J DEFGRID3
* xyz 1 1
H 1.643 1.716 0.908
H 2.868 -2.646 -2.065
C 2.359 -1.945 -1.424
C -0.540 1.764 0.802
C -2.799 1.727 0.675
H -2.586 -0.812 0.701
H -2.706 2.582 1.151
H -0.533 2.590 1.472
C 2.574 -1.886 -0.050
C -1.803 -0.332 0.146
C 1.029 -0.197 0.057
N 1.516 -1.201 -2.041
H -0.942 -0.869 0.551
H 3.239 -2.565 0.636
C 0.640 1.108 0.711
N -1.732 1.060 0.504
H -1.756 -0.423 -0.919
H -3.688 1.169 0.537
H 0.441 0.542 -1.751
C 0.933 -0.293 -1.320
N 1.843 -1.088 0.719
*
```

---

(3)
DFT (ωB97M-V with the def2-TZVPD basis set) results for a structure of composition C6H8N3O.

Relative energy (zero: lowest compared OMol25 entry of this formula, charge and spin), kcal/mol: 55.9
Energy, hartree: -472.62549
HOMO energy, eV: -12.72
Maximum force, eV Å⁻¹: 6.33
Molecular weight, g/mol: 138.2

```
! wB97M-V def2-TZVPD RIJCOSX def2/J DEFGRID3
* xyz 1 1
C 1.729 -1.389 0.294
H -4.096 -0.961 0.559
H 2.412 -2.138 0.685
C -1.236 0.330 0.059
C -3.265 -0.351 0.343
C 1.375 0.602 -0.865
H 1.935 1.572 -0.558
N 2.176 -0.549 -0.587
H -3.978 0.883 -1.370
H 0.841 0.642 -1.857
C -3.203 0.463 -0.761
H 0.400 1.146 1.344
C 0.149 0.303 0.594
N 0.664 -0.951 0.888
H 3.109 -0.783 -0.973
O -2.058 -0.375 0.870
H 0.158 -1.572 1.512
N -1.881 0.850 -0.937
*
```